DFT (the ωB97M-V functional and the def2-TZVPD basis) results for a molecular structure, C44H61N7O3SbSi4TeTl.

Properties
HOMO energy: -6.61 eV
Gap between HOMO and LUMO: 6.08 eV
Energy: -113224.8584 eV
Relative energy (zero: lowest compared OMol25 entry of this formula, charge and spin): 2.009 eV
Lowest unoccupied orbital energy: -0.53 eV

ORCA input file:
```
! RIJCOSX wB97M-V def2-TZVPD def2/J DEFGRID3
* xyz 0 1
Tl 1.731 -0.067 -1.218
C -5.544 8.089 8.643
O -4.938 8.566 7.451
C -4.400 7.650 6.612
C -4.388 6.279 6.850
C -3.810 5.425 5.921
C -3.241 5.913 4.753
C -3.259 7.292 4.529
C -3.830 8.152 5.444
C -2.664 4.966 3.787
N -2.509 3.679 3.992
C -1.978 3.191 2.820
C -1.811 4.186 1.903
N -2.252 5.328 2.532
C -1.300 3.961 0.587
C -1.096 4.961 -0.372
C -0.585 4.621 -1.597
C -0.296 3.274 -1.845
N -0.495 2.322 -0.962
C -0.986 2.630 0.240
C -1.167 1.538 1.214
N -0.859 0.262 0.860
C -0.949 -0.684 1.783
C -1.372 -0.461 3.095
C -1.734 0.806 3.455
C -1.626 1.833 2.510
H -5.916 8.966 9.163
H -4.819 7.574 9.277
H -6.377 7.419 8.423
H -4.824 5.865 7.748
H -3.801 4.356 6.093
H -2.817 7.714 3.633
H -3.845 9.221 5.275
H -2.272 6.255 2.147
H -1.332 5.994 -0.144
H -0.401 5.371 -2.355
H 0.114 2.958 -2.800
H -0.662 -1.677 1.456
H -1.422 -1.287 3.791
H -2.093 1.043 4.449
C 3.831 3.608 3.164
C 5.041 2.980 2.878
C 5.103 1.967 1.936
C 3.945 1.575 1.272
C 2.737 2.201 1.553
C 2.679 3.218 2.497
N 3.888 0.516 0.301
N 4.974 0.074 -0.071
C 4.943 -0.982 -1.039
C 6.223 -1.382 -1.432
C 6.374 -2.397 -2.357
C 5.238 -2.974 -2.912
C 3.972 -2.536 -2.530
C 3.766 -1.570 -1.538
H 3.788 4.395 3.907
H 5.941 3.286 3.396
H 6.034 1.467 1.704
H 1.847 1.890 1.016
H 1.734 3.705 2.706
H 7.083 -0.871 -1.014
H 7.361 -2.725 -2.658
H 5.342 -3.774 -3.638
H 3.106 -3.002 -2.996
O 1.890 -2.094 0.757
H 2.535 -1.731 1.373
H 2.426 -2.401 0.003
O -0.328 -2.936 -2.397
N -0.525 -1.579 -2.507
C 3.771 2.956 -5.291
Sb 3.877 1.813 -3.467
C 4.251 3.545 -2.245
C 5.960 1.351 -3.699
H 4.631 3.624 -5.352
H 2.853 3.546 -5.306
H 3.770 2.284 -6.150
H 5.045 4.143 -2.695
H 4.555 3.232 -1.243
H 3.344 4.147 -2.160
H 6.467 2.187 -4.183
H 6.080 0.448 -4.298
H 6.394 1.175 -2.715
C -3.490 -3.650 0.768
Si -2.050 -4.668 0.132
C -2.655 -6.452 0.122
C -0.664 -4.588 1.383
Si -1.390 -4.254 -2.101
Te -1.868 -0.799 -1.388
Si -3.327 -4.132 -3.439
C -4.468 -2.686 -3.077
C -4.380 -5.663 -3.174
C -2.903 -4.050 -5.259
Si 0.166 -5.860 -2.773
C 1.138 -5.385 -4.292
C -0.686 -7.493 -3.150
C 1.373 -6.202 -1.383
H -3.666 -3.861 1.827
H -4.405 -3.894 0.217
H -3.315 -2.581 0.653
H -3.030 -6.739 1.110
H -1.845 -7.140 -0.140
H -3.462 -6.609 -0.601
H -1.065 -4.637 2.400
H -0.067 -3.676 1.293
H 0.021 -5.429 1.247
H -4.758 -2.667 -2.021
H -5.378 -2.760 -3.680
H -3.990 -1.729 -3.303
H -4.824 -5.680 -2.174
H -3.809 -6.590 -3.301
H -5.197 -5.669 -3.902
H -2.209 -3.231 -5.472
H -3.808 -3.893 -5.852
H -2.432 -4.978 -5.599
H 0.483 -5.211 -5.152
H 1.836 -6.186 -4.547
H 1.707 -4.467 -4.126
H -1.339 -7.424 -4.027
H -1.298 -7.836 -2.309
H 0.063 -8.266 -3.352
H 1.815 -5.277 -0.997
H 2.187 -6.848 -1.726
H 0.873 -6.702 -0.547
*
```

Löwdin population analysis, charges in e, atoms 1 to 2: 0.6575 -0.0764

DFT (the ωB97M-V functional and the def2-TZVPD basis) results for a molecular structure, C44H62FeN7PSSeSi2Te.

Properties
HOMO energy (alpha / beta): -5.08 / -5.44 eV
Gap between HOMO and LUMO (alpha / beta): 3.71 / 4.07 eV
Energy: -199971.6680 eV
Relative energy (zero: lowest compared OMol25 entry of this formula, charge and spin): 0.000 eV
⟨S²⟩: 6.046
Lowest unoccupied orbital energy (alpha / beta): -1.36 / -1.37 eV

ORCA input file:
```
! RIJCOSX wB97M-V def2-TZVPD def2/J DEFGRID3
* xyz 0 5
Fe -0.347 0.502 -0.171
N 0.864 -1.302 -1.236
N 2.134 -1.681 -0.800
C 2.712 -1.009 0.229
N 4.045 -1.184 0.343
S 1.838 -0.130 1.333
H 0.226 -2.092 -1.256
H 0.927 -0.855 -2.142
H 2.736 -2.127 -1.477
H 4.528 -1.897 -0.178
H 4.475 -0.842 1.184
C -0.986 -2.344 6.342
Si 0.142 -2.170 4.850
C 0.919 -0.464 4.885
C 1.482 -3.474 5.018
C -0.873 -2.390 3.276
Te 0.107 -3.320 1.625
C -0.330 -5.295 2.359
Si -1.935 -5.992 1.673
C -1.748 -6.205 -0.182
C -3.359 -4.843 2.063
C -2.214 -7.670 2.471
H -0.399 -2.299 7.264
H -1.516 -3.300 6.333
H -1.732 -1.551 6.385
H 1.315 -0.247 5.881
H 0.179 0.302 4.642
H 1.738 -0.376 4.169
H 2.220 -3.166 5.762
H 1.999 -3.634 4.070
H 1.065 -4.431 5.342
H -1.236 -1.435 2.883
H -1.751 -3.012 3.459
H -0.357 -5.212 3.447
H 0.519 -5.935 2.112
H -1.204 -5.360 -0.609
H -2.720 -6.252 -0.679
H -1.202 -7.121 -0.421
H -3.132 -3.817 1.763
H -3.588 -4.842 3.132
H -4.264 -5.145 1.531
H -1.370 -8.335 2.268
H -3.118 -8.155 2.098
H -2.309 -7.575 3.555
C 2.277 3.466 -5.428
C 1.103 4.142 -5.131
C 0.193 3.609 -4.226
C 0.453 2.401 -3.589
C 1.638 1.733 -3.896
C 2.541 2.250 -4.809
P -0.720 1.527 -2.462
C -1.917 2.802 -1.949
C -1.539 4.100 -1.615
C -2.468 4.990 -1.093
C -3.778 4.585 -0.883
C -4.155 3.281 -1.179
C -3.230 2.395 -1.704
C -1.610 0.665 -3.829
C -1.185 -0.609 -4.194
C -1.675 -1.229 -5.334
C -2.617 -0.582 -6.120
C -3.066 0.679 -5.754
C -2.561 1.301 -4.622
H 2.979 3.879 -6.140
H 0.887 5.087 -5.613
H -0.728 4.142 -4.027
H 1.866 0.793 -3.401
H 3.452 1.710 -5.037
H -0.514 4.426 -1.759
H -2.165 6.001 -0.848
H -4.499 5.277 -0.466
H -5.164 2.940 -0.984
H -3.529 1.373 -1.902
H -0.469 -1.141 -3.579
H -1.332 -2.221 -5.599
H -3.010 -1.065 -7.005
H -3.808 1.186 -6.357
H -2.910 2.292 -4.357
Se 3.447 3.516 -1.267
N 3.110 4.700 0.007
C 2.007 4.298 0.603
C 1.357 4.971 1.684
C 0.238 4.398 2.178
C -0.263 3.173 1.623
N 0.272 2.529 0.631
C 1.420 3.076 0.104
N 2.049 2.498 -0.893
H 1.760 5.898 2.068
H -0.308 4.849 2.995
H -1.163 2.737 2.033
C -3.500 2.643 2.776
C -3.214 1.141 2.712
C -3.507 0.514 4.075
C -3.982 0.464 1.600
C -5.364 0.407 1.696
C -6.148 -0.208 0.733
C -5.509 -0.772 -0.365
C -4.133 -0.728 -0.515
C -3.473 -1.343 -1.730
C -3.018 -2.774 -1.436
C -4.339 -1.309 -2.988
C -3.296 -0.101 0.472
N -1.965 -0.042 0.298
H -2.970 3.114 3.613
H -4.568 2.824 2.921
H -3.206 3.139 1.852
H -2.157 0.990 2.474
H -4.496 0.809 4.435
H -2.775 0.839 4.820
H -3.487 -0.574 4.020
H -5.848 0.851 2.562
H -7.225 -0.250 0.832
H -6.111 -1.249 -1.131
H -2.568 -0.757 -1.908
H -2.283 -2.779 -0.629
H -3.870 -3.387 -1.125
H -2.575 -3.240 -2.324
H -5.147 -2.044 -2.937
H -3.740 -1.548 -3.869
H -4.790 -0.326 -3.140
*
```

Löwdin population analysis, charges in e, atoms 1 to 2: 0.3128 -0.0093